Record 1
{
  "formula": "C4H14N2O",
  "method": "ωB97M-V/def2-TZVPD",
  "homo_energy_ha": -0.3509,
  "energy_ha": -345.47438,
  "e_above_lowest_ev": 2.770,
  "smiles": "NCCCCN.O",
  "orbital_gap_ha": 0.375,
  "elements": ["C", "N", "C", "C", "C", "N", "H", "H", "H", "H", "H", "H", "H", "H", "H", "H", "H", "H", "H", "H", "O"],
  "coordinates": [[-1.987152, 0.550949, 0.211951], [-2.279339, 1.331539, -1.083112], [-0.547508, -0.114896, 0.045336], [0.733392, 0.560466, 0.554723], [0.729681, 0.858062, 2.004471], [1.717395, 1.881474, 2.314401], [-2.062427, 1.199525, 1.143838], [-2.680957, -0.123545, 0.644702], [-2.058533, 0.633566, -1.757061], [-1.476322, 1.848165, -1.156110], [-0.627101, -1.115599, 0.578052], [-0.296007, -0.176313, -1.029496], [1.604971, -0.140341, 0.223494], [0.875514, 1.478685, 0.027439], [0.824944, -0.009568, 2.635777], [-0.160128, 1.349406, 2.364050], [1.253402, 2.776651, 2.100032], [1.680770, 1.951839, 3.387494], [0.853529, -3.775098, -3.056129], [1.278885, -5.225122, -3.347424], [1.419073, -4.286353, -3.534570]],
  "forces_ev_per_angstrom": [[2.35, 2.13, 0.39], [-2.31, -2.41, 2.60], [-0.72, -0.84, 1.01], [0.21, -1.68, -0.72], [-0.26, 0.79, 0.76], [0.59, 1.05, 2.81], [0.83, 0.32, -1.40], [-1.19, -1.37, -1.24], [-0.50, -0.77, -1.06], [2.30, 2.35, -0.11], [0.33, 0.78, -1.08], [-0.78, -0.83, 0.31], [-1.30, 1.30, 0.82], [0.21, 0.80, -0.49], [0.47, -0.51, 0.11], [-1.36, -0.58, -0.51], [0.53, -0.38, -0.32], [0.60, -0.17, -1.90], [-2.56, 1.86, 2.19], [-0.18, 0.57, 0.13], [2.74, -2.42, -2.32]]
}

=====

Record 2
{
  "formula": "C14H37BeN3O7",
  "method": "ωB97M-V/def2-TZVPD",
  "homo_energy_ha": -0.2344,
  "energy_ha": -1261.23845,
  "e_above_lowest_ev": 0.000,
  "orbital_gap_ha": 0.225,
  "elements": ["Be", "C", "O", "O", "O", "C", "C", "C", "O", "C", "N", "H", "H", "H", "H", "H", "H", "H", "H", "H", "H", "H", "C", "C", "C", "O", "C", "N", "H", "H", "H", "H", "H", "H", "H", "H", "H", "H", "H", "C", "C", "C", "O", "C", "N", "H", "H", "H", "H", "H", "H", "H", "H", "H", "H", "H", "C", "O", "H", "H", "H", "H"],
  "coordinates": [[-0.366202, -0.289347, -0.764660], [-0.900167, -2.689785, -1.502849], [-1.838916, -1.800243, -1.486844], [0.281154, -2.264179, -1.100630], [-1.137954, -3.864665, -1.862509], [-2.054818, -2.317653, 3.366694], [-1.093313, -1.277568, 2.857937], [0.089961, -0.973851, 3.770182], [-0.231895, -0.701388, 5.105293], [-0.911045, 0.518079, 5.322613], [-0.702582, -1.612551, 1.470305], [-3.001061, -2.467735, 2.836738], [-2.346988, -2.204693, 4.412435], [-1.674283, -3.336178, 3.221309], [-1.593929, -0.310361, 2.720678], [0.706824, -0.170176, 3.339447], [0.812625, -1.795766, 3.712989], [-1.042209, 0.564739, 6.402509], [-1.892615, 0.571645, 4.847066], [-0.248072, 1.327675, 4.999040], [-1.527035, -1.983702, 1.001262], [-0.167406, -2.476526, 1.569797], [-0.910249, 0.607834, -5.232603], [-0.452385, 0.157494, -3.860861], [1.017947, 0.554144, -3.676569], [1.486742, -0.092283, -2.523347], [2.887215, -0.252362, -2.498782], [-1.264209, 0.830956, -2.837122], [-1.998867, 0.579688, -5.313569], [-0.481745, 0.045921, -6.063687], [-0.655838, 1.651320, -5.450917], [-0.480507, -0.922025, -3.709441], [1.105734, 1.646030, -3.593499], [1.572089, 0.170329, -4.538417], [3.401717, 0.711177, -2.592628], [3.173022, -0.949828, -3.289481], [3.227074, -0.680849, -1.561598], [-2.234735, 0.644581, -3.088386], [-1.294413, 1.829119, -3.057977], [2.275230, 3.463658, 0.090145], [1.772796, 2.044975, -0.167501], [2.387771, 0.938531, 0.648355], [1.872204, -0.344968, 0.290896], [2.626329, -1.380786, 0.917684], [0.302814, 1.995465, -0.027100], [2.238640, 3.802077, 1.130782], [1.639284, 4.216063, -0.380092], [3.296814, 3.576512, -0.273937], [1.983832, 1.856303, -1.221706], [2.185331, 1.109754, 1.712962], [3.470034, 0.986864, 0.492549], [2.466830, -1.395769, 1.997148], [3.671366, -1.284733, 0.616115], [2.258513, -2.328980, 0.524691], [-0.162119, 2.720627, -0.561157], [0.129209, 2.254995, 0.942187], [-3.708716, -0.188015, 0.454603], [-2.754012, 0.801512, 0.063332], [-4.500292, -0.311269, -0.283138], [-3.197578, -1.105869, 0.712684], [-4.231582, 0.134684, 1.364757], [-3.281389, 1.461330, -0.394177]],
  "forces_ev_per_angstrom": [[-0.33, -3.53, -0.91], [0.04, -1.81, -0.39], [0.12, 2.91, 0.89], [-0.16, 2.15, 0.35], [0.63, 0.73, 0.32], [-0.65, -1.24, 0.73], [-1.17, 1.13, -0.96], [0.87, -0.37, -0.88], [-0.19, -0.60, -0.09], [0.54, -0.25, 0.26], [0.47, -0.18, 0.61], [0.03, 0.97, -0.39], [0.28, 0.05, 0.07], [0.64, 0.13, 0.42], [-0.39, -0.09, 0.33], [-0.42, 0.44, -0.08], [-0.31, -0.39, 0.61], [-0.07, 0.21, -0.04], [0.06, 0.01, -0.15], [-0.31, 0.28, -0.05], [-0.02, 0.28, -0.25], [0.53, 0.22, -0.63], [-0.23, 0.11, -0.76], [0.83, 0.88, -0.36], [-0.58, -0.79, -0.09], [-0.09, 0.40, 0.75], [0.19, -0.15, -0.08], [-0.28, 0.14, 0.37], [0.00, -0.32, -0.04], [-0.06, -0.25, 0.14], [0.19, 0.07, 0.34], [-0.43, 0.02, 0.01], [0.19, 0.09, -0.13], [0.09, 0.30, -0.14], [0.04, 0.04, -0.33], [0.19, 0.20, -0.16], [-0.48, -0.12, 0.08], [-0.05, -0.92, 0.76], [0.81, 0.13, 0.16], [0.34, 0.20, 0.61], [-0.85, 0.69, -1.15], [-0.03, -0.25, 0.31], [0.23, 1.16, 0.15], [-0.68, -0.44, -0.64], [-0.12, -1.23, 0.34], [0.20, -0.52, 0.22], [0.05, -0.27, -0.55], [0.00, 0.14, 0.05], [-0.05, -0.23, 0.03], [0.11, 0.08, 0.15], [0.12, -0.17, 0.08], [0.32, 0.28, 0.10], [0.17, 0.05, 0.39], [-0.18, 0.15, -0.16], [0.12, -0.13, -0.31], [-0.43, -0.38, 0.07], [-0.51, 0.35, 0.91], [-0.08, -0.15, -0.01], [0.36, -0.43, -0.31], [-0.07, -0.10, -0.57], [0.13, 0.13, 0.09], [0.34, 0.20, -0.10]]
}